Below is C22H30MnO2Si as an isolated structure, with properties calculated with ωB97M-V with the def2-TZVPD basis set.

Element x y z (Å)
C1 0.936 1.969 3.651
C2 1.287 2.610 2.411
C3 0.081 2.828 1.664
H1 2.291 2.925 2.123
C4 -1.026 2.308 2.424
C5 -0.496 1.783 3.664
H2 -1.075 1.400 4.499
H3 1.610 1.720 4.463
H4 0.002 3.388 0.726
H5 -2.076 2.376 2.160
Mn1 0.341 0.673 1.976
C6 -0.347 -0.170 0.196
H6 -1.296 0.167 -0.215
H7 -0.343 -1.171 0.673
H8 0.575 0.196 -0.314
Si1 -0.200 -1.083 -2.431
C7 1.438 -1.010 -3.310
C8 2.208 0.165 -3.259
H9 1.799 1.069 -2.789
C9 3.486 0.204 -3.824
H10 4.085 1.112 -3.752
C10 3.992 -0.922 -4.488
H11 4.978 -0.887 -4.942
C11 3.215 -2.083 -4.567
H12 3.606 -2.959 -5.089
C12 1.946 -2.133 -3.989
H13 1.323 -3.026 -4.070
C13 -1.330 0.208 -3.224
C14 -1.127 0.698 -4.539
H14 -0.359 0.252 -5.179
C15 -1.906 1.744 -5.046
H15 -1.694 2.151 -6.036
C16 -2.962 2.267 -4.297
H16 -3.563 3.084 -4.683
C17 -3.256 1.704 -3.050
H17 -4.100 2.078 -2.472
C18 -2.479 0.657 -2.545
H18 -2.781 0.165 -1.615
H19 0.349 -1.441 -1.076
H20 -0.990 -2.387 -2.428
C19 1.960 -0.909 4.618
O1 1.099 -1.054 3.483
C20 0.418 -2.323 3.411
C21 -1.042 -2.159 3.797
O2 -1.490 -0.932 3.227
C22 -2.806 -0.545 3.587
H21 2.488 -1.847 4.810
H22 1.385 -0.626 5.511
H23 2.676 -0.113 4.389
H24 0.903 -3.057 4.071
H25 0.483 -2.644 2.360
H26 -1.629 -3.003 3.397
H27 -1.132 -2.146 4.899
H28 -3.526 -1.369 3.476
H29 -2.843 -0.186 4.630
H30 -3.087 0.284 2.930

Properties
orbital gap (alpha / beta) = 6.11 / 6.83 eV
molecular weight = 409.5 g mol⁻¹
<S²> = 8.770
net charge = 0
2S+1 = 6

***

Below is the molecule C22H30N4O3, with properties calculated with ωB97M-V with the def2-TZVPD basis set.

Element x y z (Å)
C1 -2.509 7.976 2.221
O1 -2.081 6.691 2.596
C2 -1.428 5.931 1.663
C3 -1.143 6.326 0.363
C4 -0.483 5.460 -0.490
C5 -0.085 4.197 -0.071
O2 0.555 3.391 -0.954
C6 -0.356 3.798 1.245
C7 0.126 2.463 1.761
N1 -0.022 1.412 0.762
C8 0.714 0.205 1.086
C9 0.714 -0.721 -0.127
C10 -0.716 -1.111 -0.519
N2 -1.283 -2.017 0.462
N3 -2.284 -1.644 1.254
C11 -2.535 -2.656 2.060
C12 -1.680 -3.727 1.794
C13 -0.892 -3.282 0.748
N4 0.156 -3.974 0.131
C14 0.358 -4.131 -1.211
O3 -0.330 -3.596 -2.050
C15 1.559 -5.021 -1.517
C16 2.867 -4.324 -1.089
C17 3.357 -3.653 -2.368
C18 3.072 -4.712 -3.427
C19 1.697 -5.259 -3.032
C20 -1.565 0.151 -0.667
C21 -1.424 1.094 0.525
C22 -1.028 4.665 2.086
H1 -2.997 8.393 3.101
H2 -3.226 7.937 1.394
H3 -1.666 8.616 1.939
H4 -1.432 7.298 -0.004
H5 -0.262 5.755 -1.503
H6 0.584 2.494 -0.554
H7 -0.403 2.215 2.696
H8 1.194 2.548 1.997
H9 1.743 0.476 1.339
H10 0.274 -0.315 1.955
H11 1.171 -0.202 -0.971
H12 1.307 -1.611 0.089
H13 -0.697 -1.644 -1.476
H14 -3.313 -2.584 2.793
H15 -1.641 -4.683 2.275
H16 0.656 -4.598 0.748
H17 1.423 -5.959 -0.971
H18 2.721 -3.616 -0.273
H19 3.593 -5.072 -0.767
H20 4.409 -3.374 -2.317
H21 2.765 -2.759 -2.568
H22 3.078 -4.308 -4.437
H23 3.825 -5.500 -3.369
H24 1.588 -6.311 -3.288
H25 0.909 -4.702 -3.540
H26 -2.613 -0.125 -0.776
H27 -1.240 0.667 -1.572
H28 -1.954 2.025 0.314
H29 -1.878 0.629 1.413
H30 -1.251 4.375 3.102

Properties
orbital gap = 8.07 eV
energy relative to the best compared isomer or geometry (same formula, charge and spin) = 1.678 eV
molecular weight = 398.5 g mol⁻¹
net charge = 0

***

Below is the molecule C22H30N6O4, with properties calculated with ωB97M-V with the def2-TZVPD basis set.

Element x y z (Å)
C1 0.030 2.194 4.012
O1 -0.832 1.088 4.174
C2 -0.554 -0.051 3.488
C3 0.562 -0.245 2.680
C4 0.729 -1.444 2.008
C5 -0.188 -2.476 2.131
C6 -0.033 -3.755 1.363
C7 -0.955 -3.783 0.134
N1 -0.632 -2.745 -0.810
C8 -1.143 -1.493 -0.924
N2 -2.104 -1.014 -0.101
C9 -2.627 0.322 -0.274
C10 -1.872 1.412 0.493
C11 -0.486 1.661 -0.103
N3 0.267 2.652 0.655
C12 1.704 2.598 0.418
C13 2.108 3.210 -0.929
O2 1.665 4.547 -1.031
C14 0.265 4.629 -0.869
C15 -0.177 4.030 0.472
N4 -0.661 -0.831 -1.973
C16 0.213 -1.683 -2.549
C17 0.270 -2.883 -1.858
C18 1.106 -3.959 -2.265
O3 1.245 -5.058 -1.761
N5 1.821 -3.595 -3.413
C19 1.809 -2.417 -4.133
O4 2.501 -2.267 -5.115
N6 0.965 -1.437 -3.658
C20 0.877 -0.161 -4.331
C21 -1.296 -2.279 2.954
C22 -1.480 -1.088 3.623
H1 -0.423 3.001 4.586
H2 1.026 1.982 4.412
H3 0.105 2.483 2.958
H4 1.299 0.532 2.567
H5 1.599 -1.579 1.381
H6 0.997 -3.876 1.023
H7 -0.288 -4.609 1.993
H8 -2.001 -3.671 0.433
H9 -0.826 -4.738 -0.381
H10 -2.108 -1.375 0.843
H11 -2.595 0.536 -1.344
H12 -3.669 0.306 0.059
H13 -1.773 1.126 1.541
H14 -2.470 2.323 0.448
H15 0.078 0.729 -0.060
H16 -0.605 1.922 -1.164
H17 2.041 1.561 0.467
H18 2.188 3.168 1.219
H19 3.194 3.242 -1.029
H20 1.688 2.612 -1.753
H21 0.017 5.691 -0.914
H22 -0.237 4.111 -1.701
H23 -1.262 4.080 0.562
H24 0.266 4.620 1.281
H25 2.444 -4.304 -3.783
H26 1.445 -0.233 -5.256
H27 1.294 0.624 -3.699
H28 -0.168 0.068 -4.537
H29 -2.017 -3.075 3.076
H30 -2.335 -0.933 4.262

Properties
orbital gap = 8.35 eV
energy relative to the best compared isomer or geometry (same formula, charge and spin) = 0.705 eV
molecular weight = 442.5 g mol⁻¹
net charge = 0